14
Properties=species:S:1:pos:R:3:forces:R:3:mulliken_charge:R:1 method="wB97M-V/def2-TZVPD" gap_ev=10.285 total_charge=0 e_above_lowest_kj_mol=203.2 smiles="NC(=O)[C@@]1(Br)N=CCO1"
N 1.1624 -1.9953 0.4763 2.3 2.0 -5.0 -0.34
C 0.4741 -0.9976 1.0272 0.1 -0.7 1.9 0.30
O -0.1592 -1.0530 2.0632 0.0 -0.3 -0.3 -0.60
C 0.5991 0.2814 0.2965 -1.4 0.6 -2.0 0.65
Br 2.4044 1.0345 0.5390 -0.4 -0.3 -0.6 -0.16
N 0.1085 -0.1546 -1.2435 1.8 1.6 2.5 -0.52
C -0.8746 0.6049 -1.4074 -1.0 0.4 0.3 -0.08
C -1.2868 1.4941 -0.2429 0.4 -0.9 1.2 -0.32
O -0.3031 1.2146 0.7738 0.3 -1.0 -1.0 -0.34
H 1.5922 -1.8646 -0.5512 -1.5 -0.2 3.4 0.27
H 1.1302 -2.9073 0.7500 -0.4 -2.6 1.3 0.23
H -1.4542 0.5395 -2.3254 0.0 0.1 0.0 0.39
H -1.1035 2.5335 -0.3663 -0.7 1.1 -0.9 0.27
H -2.2895 1.2698 0.2106 0.7 0.2 -0.8 0.25

14
Properties=species:S:1:pos:R:3:forces:R:3:mulliken_charge:R:1 method="wB97M-V/def2-TZVPD" gap_ev=9.265 total_charge=+1 e_above_lowest_kj_mol=0.0 smiles="C/C(Cl)=C(/Cl)[PH2]=[N+]=C=O"
C 1.5506 -0.9964 -0.3816 0.3 0.9 0.3 -0.99
C 1.3838 0.5692 -0.6281 -0.7 -0.7 0.6 0.40
Cl 2.6176 1.3454 -1.6835 -1.8 -1.1 1.5 -0.08
C 0.3344 1.2865 -0.0519 1.7 0.3 -1.4 0.12
Cl 0.3216 3.0767 -0.3890 -0.7 -1.9 0.8 -0.14
P -0.9982 0.5405 0.9984 1.0 -0.5 -1.0 0.19
N -1.4125 -1.0886 0.5887 -0.8 2.3 -1.2 -0.33
C -2.4317 -1.1538 -0.1737 -0.7 -0.7 1.9 0.61
O -3.4828 -1.3272 -0.6153 1.6 0.3 -0.3 -0.22
H 1.1066 -1.2634 0.6288 0.5 0.3 -1.3 0.34
H 2.6520 -1.2459 -0.3063 -1.3 0.3 -0.3 0.35
H 1.0480 -1.6000 -1.2001 0.7 0.8 1.0 0.29
H -2.1749 1.3507 0.8659 0.8 -0.3 0.3 0.23
H -0.5147 0.5064 2.3478 -0.6 -0.1 -0.7 0.23